This record from OMol25 describes a structure of composition C9H11BrN3O2. The level of theory is ωB97M-V/def2-TZVPD.

## Properties
E ... -88109.7309 eV
LUMO energy ... -3.84 eV
E_HOMO ... -12.83 eV
Max |F| ... 0.11396 Eh/bohr
Charge ... +1

XYZ file:
```
26
Properties=species:S:1:pos:R:3:lowdin_charge:R:1
C -3.394 0.282 1.157 -0.085
C -3.011 0.536 -1.208 -0.026
C -2.109 0.573 1.438 0.006
C -3.809 0.248 -0.180 -0.699
C -1.668 0.935 -0.847 -0.247
C 0.197 0.918 0.779 -0.162
C 1.019 -0.531 -0.364 -0.407
C 4.442 -1.317 0.321 -0.073
C 2.952 -1.681 -0.003 -0.155
N 0.933 1.562 1.502 0.217
N -1.239 0.941 0.437 0.056
N -0.957 1.269 -1.921 0.219
O 0.332 -1.222 -1.036 0.159
O 2.182 -0.415 0.078 0.018
Br -5.612 -0.101 -0.405 0.897
H -4.086 0.014 1.950 0.119
H -3.325 0.629 -2.302 0.162
H -1.703 0.765 2.343 0.108
H 4.968 -2.299 0.532 0.096
H 4.978 -0.969 -0.664 0.106
H 4.423 -0.488 1.070 0.090
H 2.688 -2.376 0.884 0.157
H 2.813 -2.119 -1.011 0.132
H 0.508 2.050 2.258 0.079
H -1.399 1.073 -2.814 0.136
H -0.121 1.723 -1.994 0.097
```

***

This record from OMol25 describes an isolated molecule of C5H3N. The level of theory is ωB97M-V/def2-TZVPD.

## Properties
E ... -6714.1868 eV
LUMO energy (alpha / beta) ... -1.19 / -1.19 eV
E_HOMO (alpha / beta) ... -8.20 / -8.21 eV
Max |F| ... 0.10474 Eh/bohr
Charge ... 0

XYZ file:
```
9
Properties=species:S:1:pos:R:3:lowdin_charge:R:1
C 0.760 0.544 -0.043 -0.390
C 2.040 0.830 0.116 0.222
C -1.102 -0.655 -0.014 -0.096
C 0.277 -0.876 -0.457 -0.126
C -0.582 0.886 0.431 -0.209
N -1.765 0.455 -0.068 0.167
H 0.228 -1.174 -1.577 0.162
H 0.754 -1.546 0.290 0.132
H -0.610 1.537 1.322 0.138
```

***

This record from OMol25 describes a structure of composition C5H9NOS. The level of theory is ωB97M-V/def2-TZVPD.

## Properties
E ... -19698.6791 eV
LUMO energy (alpha / beta) ... -0.61 / 0.02 eV
E_HOMO (alpha / beta) ... -7.53 / -7.65 eV
Max |F| ... 0.07128 Eh/bohr
Charge ... 0

XYZ file:
```
17
Properties=species:S:1:pos:R:3:lowdin_charge:R:1
C 2.140 -1.374 0.115 -0.339
C 2.782 1.000 -0.381 -0.166
C -3.395 -0.538 -0.892 -0.091
C 1.950 -0.230 -0.723 -0.415
C -1.764 0.849 0.010 -0.489
N 2.304 -2.276 0.785 0.139
O -2.483 -0.264 0.165 -0.229
S -0.014 0.637 0.008 0.935
H 2.006 1.838 -0.340 0.037
H 3.464 1.095 -1.293 0.092
H 3.382 0.747 0.506 0.080
H -2.913 -0.430 -1.937 0.116
H -4.328 0.079 -0.755 0.107
H -3.508 -1.630 -0.778 0.093
H 1.501 -0.241 -1.752 0.098
H -2.089 1.662 -0.633 0.064
H -0.063 -0.211 1.044 -0.033
```

***

This record from OMol25 describes a structure of composition C36H40ClIN9O4Rb. The level of theory is ωB97M-V/def2-TZVPD.

## Properties
E ... -80863.9465 eV
LUMO energy ... 3.41 eV
E_HOMO ... -2.44 eV
Max |F| ... 0.01762 Eh/bohr
Charge ... -2

XYZ file:
```
92
Properties=species:S:1:pos:R:3:lowdin_charge:R:1
Rb -0.804 1.965 -0.863 0.942
O 1.277 2.286 -2.413 -0.261
C 2.475 1.839 -2.413 -0.437
C 3.152 1.513 -3.634 -0.039
C 4.390 0.909 -3.661 -0.138
C 5.064 0.589 -2.476 -0.152
C 4.459 0.934 -1.278 -0.089
C 3.228 1.593 -1.214 -0.155
C 2.744 1.951 0.143 -0.162
N 2.285 3.037 0.616 0.050
C 2.168 4.235 -0.205 -0.219
C 0.719 4.692 -0.385 -0.276
N 0.026 4.736 0.894 0.049
C -0.802 5.663 1.149 -0.140
C -1.303 6.746 0.271 -0.167
C -1.272 8.064 0.723 -0.088
C -1.742 9.121 -0.046 -0.156
C -2.284 8.827 -1.302 -0.142
C -2.372 7.526 -1.755 -0.039
C -1.909 6.411 -0.985 -0.414
O -2.049 5.204 -1.380 -0.123
H 2.623 1.733 -4.555 0.097
H 4.844 0.663 -4.618 0.084
H 6.024 0.088 -2.494 0.072
H 4.960 0.701 -0.340 0.099
H 2.880 1.161 0.892 0.092
H 2.612 4.129 -1.198 0.106
H 2.703 5.023 0.331 0.108
H 0.234 3.979 -1.038 -0.019
H 0.716 5.654 -0.904 0.123
H -1.213 5.654 2.167 0.106
H -0.849 8.266 1.705 0.099
H -1.689 10.141 0.318 0.071
H -2.658 9.633 -1.926 0.082
H -2.812 7.311 -2.724 0.092
C 1.002 -7.027 1.443 -0.052
C 1.562 -5.762 0.769 -0.517
C 1.541 -5.959 -0.752 -0.042
C 3.021 -5.607 1.230 -0.053
C 0.715 -4.506 1.204 -0.421
O 0.847 -4.358 2.613 -0.011
C -0.768 -4.729 0.875 -0.106
C -1.750 -3.594 1.207 -0.110
C -1.955 -3.288 2.676 -0.202
C -1.825 -1.988 3.150 -0.025
C -2.012 -1.681 4.494 -0.098
C -2.346 -2.693 5.373 -0.675
Cl -2.572 -2.330 7.071 0.608
C -2.502 -3.997 4.930 -0.114
C -2.306 -4.282 3.588 -0.033
C 1.265 -3.280 0.422 -0.025
N 0.988 -1.971 0.999 -0.087
C 0.298 -0.954 0.471 -0.190
N 0.271 0.062 1.315 0.047
C 0.997 -0.390 2.366 -0.220
N 1.446 -1.624 2.229 0.104
H 1.729 -7.839 1.358 0.077
H 0.080 -7.364 0.967 0.081
H 0.811 -6.845 2.503 0.087
H 2.123 -6.851 -1.004 0.086
H 1.997 -5.114 -1.277 0.084
H 0.531 -6.095 -1.145 0.058
H 3.547 -6.554 1.081 0.078
H 3.067 -5.350 2.289 0.085
H 3.564 -4.849 0.661 0.074
H 1.187 -3.474 2.832 0.067
H -1.097 -5.629 1.397 0.105
H -0.864 -4.940 -0.190 0.074
H -2.714 -3.887 0.778 0.127
H -1.477 -2.676 0.687 0.081
H -1.556 -1.193 2.461 0.100
H -1.894 -0.666 4.851 0.105
H -2.765 -4.778 5.632 0.097
H -2.419 -5.308 3.249 0.115
H 0.822 -3.270 -0.572 0.142
H 2.342 -3.358 0.311 0.118
H -0.179 -0.982 -0.504 0.066
H 1.201 0.197 3.250 0.117
N -4.567 3.434 -3.360 0.141
C -3.303 2.989 -3.120 -0.644
O -3.088 2.074 -2.340 -0.094
C -2.157 3.690 -3.810 -0.561
I -2.551 4.476 -5.754 0.749
H -5.254 3.131 -2.692 0.106
H -4.700 4.335 -3.781 0.050
H -1.300 3.029 -3.898 0.048
H -1.907 4.534 -3.153 0.026
N -1.785 -5.607 -2.402 0.056
C -2.235 -4.529 -2.355 -0.452
N -2.819 -3.361 -2.306 0.031
C -2.266 -2.221 -1.999 -0.401
N -1.849 -1.164 -1.719 0.088
```

***

This record from OMol25 describes a cluster of 11 separate species, C22H52Cl2IN11O25 in total. The level of theory is ωB97M-V/def2-TZVPD.

## Properties
E ... -124351.2608 eV
LUMO energy ... -0.27 eV
E_HOMO ... -9.51 eV
Max |F| ... 0.11505 Eh/bohr
Charge ... 0

XYZ file:
```
113
Properties=species:S:1:pos:R:3:lowdin_charge:R:1
C -2.096 -0.755 1.190 -0.126
C -1.740 0.054 -0.066 -0.623
Cl -2.804 -0.614 -1.371 0.617
C -0.201 -0.182 -0.371 -0.515
Cl 0.012 -0.957 -2.015 0.661
C 0.632 1.122 -0.465 -0.418
C 0.507 1.930 0.842 -0.071
C -0.390 3.191 0.748 -0.166
C -1.186 3.473 2.042 -0.250
N -2.469 4.129 1.655 0.004
C 2.066 0.608 -0.700 -0.155
O 3.096 1.497 -0.302 -0.061
C 4.031 1.645 -1.319 -0.256
O 4.718 0.444 -1.557 -0.077
C 5.156 0.335 -2.897 -0.175
C 4.069 -0.093 -3.875 -0.234
O 4.582 -1.033 -4.815 -0.062
O 0.079 1.794 -1.620 -0.104
C 0.796 2.786 -2.109 -0.970
O 1.263 3.641 -1.536 0.116
I 1.062 2.690 -4.238 1.016
H -1.232 -1.184 1.678 0.065
H -2.716 -1.585 0.897 0.054
H -2.654 -0.218 1.944 0.046
H -1.998 1.093 -0.018 0.082
H 0.258 -0.885 0.295 0.092
H 0.081 1.288 1.607 0.112
H 1.468 2.238 1.225 0.121
H -1.120 3.146 -0.041 0.098
H 0.279 4.027 0.641 0.101
H -1.469 2.550 2.527 0.088
H -0.624 4.111 2.711 0.105
H -2.505 5.078 2.002 0.051
H -3.198 3.640 2.156 0.050
H 2.150 -0.272 -0.073 0.139
H 2.169 0.267 -1.717 0.073
H 4.708 2.417 -0.975 0.124
H 3.581 1.998 -2.247 0.110
H 5.613 1.247 -3.265 0.122
H 5.930 -0.419 -2.922 0.130
H 3.722 0.776 -4.420 0.070
H 3.205 -0.539 -3.390 0.113
H 3.811 -1.361 -5.282 0.056
C 2.564 -3.577 -7.719 0.057
N 1.596 -3.328 -6.613 -0.442
O 1.450 -2.182 -6.242 0.067
O 1.017 -4.294 -6.161 0.053
H 2.996 -2.629 -8.018 0.092
H 3.324 -4.252 -7.340 0.103
H 2.013 -4.030 -8.539 0.100
C -2.561 1.357 -4.304 0.013
N -3.145 2.673 -4.685 -0.449
O -4.238 2.957 -4.239 0.064
O -2.482 3.377 -5.419 0.035
H -3.255 0.844 -3.653 0.044
H -2.397 0.796 -5.220 0.106
H -1.621 1.548 -3.794 0.020
C 7.603 4.327 0.142 0.046
N 7.198 3.699 -1.147 -0.457
O 7.587 2.572 -1.366 0.072
O 6.500 4.364 -1.884 0.060
H 8.216 3.621 0.690 0.093
H 8.161 5.227 -0.096 0.099
H 6.695 4.563 0.688 0.100
C -1.564 0.032 5.934 0.057
N -2.012 -0.523 4.629 -0.425
O -1.617 -1.621 4.312 0.079
O -2.755 0.178 3.962 0.007
H -0.915 -0.692 6.408 0.081
H -1.040 0.960 5.728 0.101
H -2.453 0.211 6.532 0.104
C 2.903 2.713 -8.131 0.045
N 1.964 1.557 -8.087 -0.449
O 0.918 1.703 -7.489 0.007
O 2.317 0.545 -8.655 0.057
H 2.460 3.539 -7.586 0.087
H 3.833 2.395 -7.669 0.101
H 3.054 2.970 -9.174 0.100
C -1.720 -4.970 -7.628 0.043
N -2.207 -5.679 -8.844 -0.454
O -1.490 -5.670 -9.825 0.060
O -3.290 -6.217 -8.768 0.065
H -0.750 -4.544 -7.842 0.063
H -2.441 -4.195 -7.389 0.105
H -1.653 -5.699 -6.827 0.104
C -2.510 -5.201 6.749 0.056
N -2.597 -3.748 7.050 -0.425
O -3.556 -3.351 7.682 0.061
O -1.697 -3.043 6.636 0.043
H -3.375 -5.694 7.176 0.102
H -2.495 -5.310 5.668 0.109
H -1.592 -5.572 7.194 0.062
C -4.914 -1.387 5.262 0.038
N -5.926 -2.469 5.115 -0.442
O -6.994 -2.326 5.670 0.071
O -5.605 -3.430 4.443 0.060
H -5.332 -0.607 5.883 0.102
H -4.037 -1.823 5.728 0.062
H -4.688 -1.011 4.271 0.090
C 0.803 -5.310 10.545 0.051
N 0.355 -5.761 9.198 -0.440
O 1.143 -5.684 8.283 0.085
O -0.785 -6.179 9.111 0.044
H 1.828 -4.967 10.469 0.095
H 0.143 -4.506 10.855 0.102
H 0.723 -6.159 11.216 0.101
C -4.278 5.722 5.170 0.049
N -3.750 4.335 5.294 -0.451
O -4.519 3.471 5.657 0.069
O -2.580 4.167 5.022 0.049
H -5.327 5.718 5.443 0.095
H -3.702 6.351 5.841 0.101
H -4.145 6.031 4.137 0.094
```

***

This record from OMol25 describes a structure of composition C39H41BrN4SScSi2. The level of theory is ωB97M-V/def2-TZVPD.

## Properties
E ... -164404.9735 eV
LUMO energy ... 1.95 eV
E_HOMO ... -3.51 eV
Max |F| ... 0.01736 Eh/bohr
Charge ... -1

XYZ file:
```
89
Properties=species:S:1:pos:R:3:lowdin_charge:R:1
Sc 0.182 -0.498 -0.233 0.566
C 1.586 3.224 0.482 -0.273
Si 1.730 1.393 1.046 0.505
C 3.634 1.165 1.093 -0.250
C 1.231 1.516 2.894 -0.317
C 1.973 2.353 3.739 -0.123
C 1.659 2.514 5.078 -0.119
C 0.573 1.826 5.607 -0.119
C -0.169 0.993 4.786 -0.127
C 0.134 0.814 3.429 -0.315
Si -0.958 -0.385 2.376 0.482
C -0.914 -1.954 3.493 -0.268
C -2.723 0.272 2.768 -0.274
H 2.352 3.840 0.965 0.009
H 0.610 3.638 0.740 -0.021
H 1.708 3.328 -0.601 0.003
H 4.139 2.088 1.395 0.011
H 4.015 0.882 0.107 0.004
H 3.919 0.382 1.800 0.011
H 2.822 2.898 3.335 0.086
H 2.252 3.170 5.707 0.087
H 0.312 1.938 6.654 0.087
H -1.011 0.460 5.219 0.080
H -1.358 -1.751 4.473 0.008
H 0.113 -2.286 3.659 0.006
H -1.474 -2.781 3.042 -0.012
H -2.921 0.243 3.844 0.006
H -3.489 -0.333 2.268 -0.005
H -2.851 1.302 2.432 -0.024
Br -1.785 2.168 -0.186 0.887
C -2.382 1.983 -1.971 -0.587
C -3.102 3.016 -2.497 -0.148
C -3.582 2.927 -3.820 -0.099
C -3.323 1.810 -4.556 -0.060
C -2.582 0.730 -4.011 -0.188
C -2.342 -0.425 -4.791 -0.064
C -1.672 -1.478 -4.242 -0.082
C -1.201 -1.404 -2.911 -0.205
C -1.341 -0.299 -2.083 -0.185
C -2.076 0.784 -2.678 -0.237
H -3.299 3.895 -1.900 0.090
H -4.153 3.746 -4.238 0.096
H -3.686 1.723 -5.574 0.103
H -2.698 -0.450 -5.815 0.102
H -1.474 -2.369 -4.829 0.100
H -0.685 -2.284 -2.546 0.033
N 1.251 -3.293 1.501 -0.031
C 2.300 -4.080 1.775 -0.093
C 3.429 -3.398 1.376 -0.050
C 2.944 -2.193 0.850 -0.146
N 1.620 -2.140 0.928 -0.030
H 0.262 -3.503 1.576 0.034
H 2.169 -5.045 2.232 0.113
H 4.452 -3.722 1.445 0.092
H 3.484 -1.369 0.420 0.095
C -5.494 -1.284 -2.102 0.009
C -4.995 -2.063 -0.931 -0.258
C -5.762 -2.549 0.091 0.020
C -5.099 -3.226 1.139 -0.308
N -3.802 -3.461 1.151 0.125
C -3.054 -3.030 0.116 -0.765
S -1.424 -3.269 -0.095 0.722
N -3.673 -2.283 -0.866 0.123
C -5.872 -3.717 2.325 -0.025
H -6.580 -1.243 -2.100 0.082
H -5.154 -1.736 -3.034 0.095
H -5.100 -0.266 -2.065 0.096
H -6.831 -2.407 0.099 0.112
H -3.051 -1.951 -1.607 0.104
H -6.939 -3.778 2.115 0.073
H -5.721 -3.028 3.159 0.091
H -5.496 -4.691 2.630 0.083
C 3.691 -4.393 -3.247 -0.109
C 2.534 -4.445 -2.439 -0.093
C 1.953 -3.287 -2.006 -0.072
C 2.469 -2.004 -2.333 -0.204
C 1.841 -0.804 -1.848 -0.176
C 2.386 0.373 -2.322 -0.161
C 3.507 0.431 -3.184 -0.097
C 4.123 -0.716 -3.592 -0.066
C 3.610 -1.970 -3.179 -0.182
C 4.207 -3.183 -3.609 -0.059
H 4.155 -5.311 -3.589 0.089
H 2.107 -5.402 -2.165 0.094
H 1.056 -3.343 -1.400 0.051
H 1.955 1.326 -2.017 0.067
H 3.886 1.395 -3.505 0.094
H 4.991 -0.688 -4.243 0.098
H 5.082 -3.129 -4.250 0.100
```